A structure of composition C4H6Cl2F6MgNO5S2 at a distorted geometry, computed with ωB97M-V/def2-TZVPD.

The geometry in XYZ format:
```
27
Properties=species:S:1:pos:R:3
Mg -2.209 -1.013 -1.193
C -0.640 3.658 -0.037
F 0.588 3.602 0.545
F -1.447 3.015 0.817
F -0.987 4.971 -0.137
S -0.602 2.796 -1.788
O -1.942 2.567 -2.230
O 0.113 3.733 -2.595
N 0.061 1.229 -1.205
S 1.558 1.428 -1.744
O 1.563 1.392 -3.239
O 2.364 2.480 -1.279
C 2.530 -0.128 -1.250
F 1.889 -1.262 -1.517
F 3.755 -0.122 -1.858
F 2.798 -0.134 0.059
Cl -2.069 -2.651 -4.141
Cl -5.380 -0.649 -0.012
C 0.039 -1.952 3.073
C -0.040 -3.323 2.380
O -1.103 -3.226 1.467
H -0.930 -1.528 3.336
H 0.332 -1.146 2.400
H 0.642 -1.897 3.979
H -0.426 -4.084 3.059
H 0.876 -3.626 1.873
H -1.333 -4.129 1.236
```

Net charge = -1
Relative energy (zero: lowest compared OMol25 entry of this formula, charge and spin) = 7.013 eV
HOMO-LUMO gap = 6.02 eV